No. 1
Formula: C5H8O
Source: the Open Molecules 2025 dataset
Level of theory: ωB97M-V with the def2-TZVPD basis set

Geometry as ORCA input:
```
! wB97M-V def2-TZVPD RIJCOSX def2/J DEFGRID3
* xyz 0 1
H 1.39 -0.63 -0.11
C -0.49 -0.11 0.93
H 0.88 0.64 -2.18
C -0.38 -1.04 -1.43
C 0.34 -0.42 -0.29
C 0.04 0.39 -1.54
H -0.72 1.17 -1.48
H 1.27 0.19 2.17
C 0.31 0.66 1.93
H -0.23 0.96 2.83
H 0.15 -1.80 -2.01
O -1.69 -0.28 0.98
H -1.42 -1.22 -1.21
H 0.55 1.50 1.27
*
```

Values from the calculation:
HOMO (eV): -9.656
E (hartree): -270.519527
Energy relative to the best compared isomer or geometry (same formula, charge and spin) (eV): 1.0440
Maximum force (eV/A): 0.861
SMILES: CC(=O)C1CC1
Orbital gap (eV): 10.70
LUMO energy (eV): 1.0

***

No. 2
Formula: C5H8O
Source: the Open Molecules 2025 dataset
Level of theory: ωB97M-V with the def2-TZVPD basis set

Geometry as ORCA input:
```
! wB97M-V def2-TZVPD RIJCOSX def2/J DEFGRID3
* xyz 0 1
O -0.10 -2.49 -0.36
C -1.34 -0.37 0.09
H -0.87 -1.23 -1.84
H 0.21 2.42 0.27
H -1.67 -0.89 0.99
H -2.14 0.19 -0.41
H 1.38 1.61 -0.89
H 0.53 -0.47 -0.92
C 0.02 0.20 0.01
H 1.98 -0.13 0.86
C 1.08 0.46 1.01
C -0.60 -1.47 -0.80
H 0.83 0.66 2.05
C 0.71 1.51 -0.04
*
```

Values from the calculation:
HOMO (eV): -9.087
E (hartree): -270.424712
Energy relative to the best compared isomer or geometry (same formula, charge and spin) (eV): 3.6240
Maximum force (eV/A): 3.389
Orbital gap (eV): 10.08
LUMO energy (eV): 1.0

***

No. 3
Formula: C5H8O
Source: the Open Molecules 2025 dataset
Level of theory: ωB97M-V with the def2-TZVPD basis set

Geometry as ORCA input:
```
! wB97M-V def2-TZVPD RIJCOSX def2/J DEFGRID3
* xyz 0 1
C 2.15 -0.37 -0.30
H -0.91 -0.30 -1.52
H -2.30 -1.19 -0.88
C 1.48 0.70 0.03
C 0.54 1.50 0.46
C -1.60 -0.37 -0.68
H 0.46 1.75 1.52
H -1.18 -0.17 1.51
H -2.17 0.57 -0.59
H 1.54 -1.26 -0.13
C -0.88 -0.73 0.60
H 3.17 -0.46 -0.65
O -0.11 -1.66 0.69
H -0.19 1.95 -0.21
*
```

Values from the calculation:
HOMO (eV): -9.766
E (hartree): -270.455651
Energy relative to the best compared isomer or geometry (same formula, charge and spin) (eV): 2.7821
Maximum force (eV/A): 0.702
SMILES: C=C=C.CC=O
Orbital gap (eV): 10.79
LUMO energy (eV): 1.0

***

No. 4
Formula: C5H8O
Source: the Open Molecules 2025 dataset
Level of theory: ωB97M-V with the def2-TZVPD basis set

Geometry as ORCA input:
```
! wB97M-V def2-TZVPD RIJCOSX def2/J DEFGRID3
* xyz 0 1
O -1.62 0.96 1.00
C 1.02 0.35 0.06
H -3.30 -0.23 0.47
C -1.40 0.60 -0.36
H -1.92 1.26 -1.07
H 0.91 1.09 0.85
C -2.22 -0.24 0.53
H 3.08 0.16 -0.63
C 2.33 -0.37 -0.03
C -0.05 0.09 -0.69
H 2.75 -0.50 0.97
H -1.77 -1.16 0.89
H 0.00 -0.63 -1.52
H 2.20 -1.37 -0.47
*
```

Values from the calculation:
HOMO (eV): -9.349
E (hartree): -270.483108
Energy relative to the best compared isomer or geometry (same formula, charge and spin) (eV): 2.0350
Maximum force (eV/A): 0.321
SMILES: C/C=C/[C@H]1CO1
Orbital gap (eV): 10.55
LUMO energy (eV): 1.2

***

No. 5
Formula: C5H8O
Source: the Open Molecules 2025 dataset
Level of theory: ωB97M-V with the def2-TZVPD basis set

Geometry as ORCA input:
```
! wB97M-V def2-TZVPD RIJCOSX def2/J DEFGRID3
* xyz 0 1
H -1.21 1.90 -0.21
H 0.66 -1.93 -0.96
C 1.18 0.34 0.86
H -1.93 -1.13 0.10
O 1.91 -0.75 0.28
H 1.32 -0.44 -1.70
H 1.04 0.22 1.94
C -1.41 -0.24 0.44
C -1.13 0.87 -0.54
H -1.43 0.70 -1.57
H 1.66 1.30 0.65
C 0.94 -0.89 -0.77
H -1.64 0.04 1.47
C -0.02 0.02 -0.02
*
```

Values from the calculation:
HOMO (eV): -9.514
E (hartree): -270.474195
Energy relative to the best compared isomer or geometry (same formula, charge and spin) (eV): 2.2775
Maximum force (eV/A): 0.386
SMILES: C1CC12COC2
Orbital gap (eV): 10.59
LUMO energy (eV): 1.1

***

No. 6
Formula: C5H8O
Source: the Open Molecules 2025 dataset
Level of theory: ωB97M-V with the def2-TZVPD basis set

Geometry as ORCA input:
```
! wB97M-V def2-TZVPD RIJCOSX def2/J DEFGRID3
* xyz 0 1
C 1.93 0.74 -0.08
C 1.91 -0.12 0.93
H -1.09 -0.78 1.26
H -1.02 0.29 -1.61
C 0.52 0.45 0.74
H 2.31 0.75 -1.10
O 0.01 -1.70 -0.24
C -0.55 -0.55 0.32
H 0.19 1.27 1.39
H -2.03 0.92 -0.28
H -2.31 -0.72 -0.92
C -1.54 0.03 -0.68
H 0.85 1.39 -0.19
H 0.82 -1.89 0.27
*
```

Values from the calculation:
HOMO (eV): -9.484
E (hartree): -270.354904
Energy relative to the best compared isomer or geometry (same formula, charge and spin) (eV): 5.5236
Maximum force (eV/A): 0.507
Orbital gap (eV): 10.36
LUMO energy (eV): 0.9

***

No. 7
Formula: C5H8O
Source: the Open Molecules 2025 dataset
Level of theory: ωB97M-V with the def2-TZVPD basis set

Geometry as ORCA input:
```
! wB97M-V def2-TZVPD RIJCOSX def2/J DEFGRID3
* xyz 0 1
H 0.72 -0.46 -1.61
O 1.41 -0.61 -0.94
H 1.95 -1.23 1.81
H -2.66 1.27 -0.72
C -1.73 1.79 -0.92
H 0.48 -1.86 1.99
H 1.69 -2.41 0.58
C 0.72 -0.58 0.25
C 1.16 -1.67 1.17
C -0.40 0.16 0.37
H 0.34 1.74 -0.94
H -1.86 2.71 -1.48
H -1.28 -0.23 0.85
C -0.55 1.39 -0.42
*
```

Values from the calculation:
HOMO (eV): -8.028
E (hartree): -270.476958
Energy relative to the best compared isomer or geometry (same formula, charge and spin) (eV): 2.2023
Maximum force (eV/A): 2.390
SMILES: C=C/C=C(/C)O
Orbital gap (eV): 8.83
LUMO energy (eV): 0.8

***

No. 8
Formula: C5H8O
Source: the Open Molecules 2025 dataset
Level of theory: ωB97M-V with the def2-TZVPD basis set

Geometry as ORCA input:
```
! wB97M-V def2-TZVPD RIJCOSX def2/J DEFGRID3
* xyz 0 1
C -0.08 1.31 -0.66
H 1.09 1.45 1.22
H -0.51 -2.95 -0.60
C 0.06 -2.01 -0.50
C 0.09 1.54 0.81
H -0.04 -1.44 1.56
C -0.56 0.27 0.32
H -0.54 2.29 1.29
H 1.19 -0.92 -0.55
H -0.84 1.89 -1.19
H 0.80 1.09 -1.26
H -1.65 0.25 0.45
C 0.13 -1.06 0.55
O 0.86 -1.70 -1.45
*
```

Values from the calculation:
HOMO (eV): -8.498
E (hartree): -270.396958
Energy relative to the best compared isomer or geometry (same formula, charge and spin) (eV): 4.3793
Maximum force (eV/A): 0.261
Orbital gap (eV): 8.91
LUMO energy (eV): 0.4

***

No. 9
Formula: C5H8O
Source: the Open Molecules 2025 dataset
Level of theory: ωB97M-V with the def2-TZVPD basis set

Geometry as ORCA input:
```
! wB97M-V def2-TZVPD RIJCOSX def2/J DEFGRID3
* xyz 0 1
H -1.28 -1.26 0.52
H -0.10 2.32 0.56
C -0.12 1.24 0.62
H -2.38 -0.58 -0.68
C 1.57 -0.71 0.51
O 2.70 -1.10 0.28
H -0.41 0.84 1.59
C 0.96 0.48 -0.12
H -0.65 1.01 -1.50
H -1.00 -1.57 -1.21
C -0.49 0.44 -0.58
C -1.33 -0.81 -0.48
H 1.66 1.04 -0.74
H 0.93 -1.24 1.24
*
```

Values from the calculation:
HOMO (eV): -9.728
E (hartree): -270.516337
Energy relative to the best compared isomer or geometry (same formula, charge and spin) (eV): 1.1308
Maximum force (eV/A): 0.504
SMILES: C[C@H]1C[C@H]1C=O
Orbital gap (eV): 10.77
LUMO energy (eV): 1.0

***

What is the formula in the eighth record? C5H8O